Entry 1:
{
  "formula": "C9H14O",
  "method": "wB97M-V/def2-TZVPD",
  "elements": ["C", "C", "C", "C", "C", "O", "C", "C", "H", "H", "H", "H", "H", "H", "H", "H", "C", "C", "H", "H", "H", "H", "H", "H"],
  "coordinates": [[1.559828, -2.662569, 0.678277], [0.289540, -1.769135, 0.667633], [-0.436381, -1.965700, -0.484456], [-1.523585, -1.099396, -0.811661], [-1.623399, 0.123687, -0.029241], [-2.347408, 1.257995, -0.368589], [-0.973737, 0.147563, 1.178112], [0.044563, -0.709896, 1.539132], [2.042358, -2.554207, -0.340550], [1.176317, -3.720805, 0.834065], [2.260678, -2.215728, 1.421882], [-0.266000, -2.772277, -1.241459], [-2.359729, -1.300256, -1.563016], [-3.185561, 1.134368, -0.928355], [-1.161221, 1.115738, 1.691455], [0.477825, -0.768012, 2.529040], [1.413990, 2.891035, -1.370906], [2.565326, 2.509805, -0.398148], [0.667122, 2.034064, -1.403979], [0.978559, 3.898677, -1.164901], [1.765990, 2.960631, -2.347271], [2.203081, 2.883857, 0.514809], [3.522134, 2.919305, -0.718722], [2.760851, 1.528326, -0.146736]],
  "forces_ev_per_angstrom": [[-0.77, 0.52, 0.09], [2.31, -0.70, -0.98], [-3.07, 0.80, -1.76], [-0.47, 1.42, 0.66], [-0.87, -2.35, -1.64], [-1.51, -0.57, -0.76], [0.37, 2.91, 0.62], [-0.85, -1.71, -0.41], [-0.49, -0.37, 1.22], [1.24, 1.13, 0.10], [-0.35, -1.10, -0.29], [0.14, 0.51, 1.18], [1.77, 0.20, 0.63], [2.11, -0.34, 1.19], [0.19, -0.96, 0.24], [0.28, 0.63, -0.09], [-0.67, -1.51, 1.06], [-0.76, 2.19, -1.22], [0.40, 1.44, 0.28], [0.09, -1.06, 0.26], [0.74, 0.05, -1.89], [0.33, 0.99, 1.56], [-0.08, 0.44, 0.31], [-0.09, -2.58, -0.34]],
  "nbo_charge": [-0.63, -0.03, -0.22, -0.25, 0.29, -0.70, -0.27, -0.22, 0.22, 0.22, 0.22, 0.22, 0.21, 0.49, 0.23, 0.22, -0.61, -0.61, 0.21, 0.21, 0.20, 0.20, 0.20, 0.21],
  "smiles": "Cc1ccc(O)cc1.CC",
  "total_energy_ha": -426.5046,
  "de_lowest_kj_mol": 179.0,
  "gap_ha": 0.3387,
  "homo_energy_ev": -8.438,
  "lumo_ev": 0.780,
  "spin_multiplicity": 1
}

---

Entry 2:
{
  "formula": "C9H14O",
  "method": "wB97M-V/def2-TZVPD",
  "elements": ["C", "C", "C", "C", "C", "O", "C", "C", "H", "H", "H", "H", "H", "H", "H", "H", "C", "C", "H", "H", "H", "H", "H", "H"],
  "coordinates": [[-1.770708, -0.152216, 2.195078], [-0.982029, -1.002629, 1.208562], [-1.495000, -2.126365, 0.626254], [-0.629746, -2.859362, -0.254116], [0.673209, -2.530681, -0.367064], [1.456821, -3.170285, -1.335917], [1.154659, -1.340076, 0.204100], [0.361067, -0.561774, 1.014567], [-2.378033, -0.696162, 2.924400], [-2.520089, 0.548989, 1.819373], [-1.103813, 0.538245, 2.719592], [-2.530630, -2.419254, 0.634423], [-1.095325, -3.769098, -0.610456], [2.239166, -3.460115, -0.888617], [2.093162, -0.898872, -0.111828], [0.890558, 0.269926, 1.453638], [0.001111, 2.649953, -1.109750], [1.395649, 3.166948, -1.612274], [-0.756710, 2.866802, -1.855164], [0.032677, 1.592832, -0.901974], [-0.191660, 3.351991, -0.303664], [1.297923, 3.467834, -2.671157], [1.717683, 4.146115, -1.272067], [2.140047, 2.387254, -1.505934]],
  "forces_ev_per_angstrom": [[-0.55, 0.62, 0.36], [-0.08, 2.23, 2.00], [1.84, -0.24, -1.94], [-2.40, -0.52, 2.03], [1.05, 1.07, -1.58], [-0.84, 0.05, 0.46], [-0.06, 0.23, -0.36], [-0.35, -2.08, -0.73], [0.50, -0.38, 0.04], [0.05, -0.17, -0.90], [0.09, -0.41, 0.21], [-0.17, 0.08, 0.52], [0.56, -0.04, -0.68], [0.89, -0.30, 0.15], [0.32, -0.56, 0.10], [-0.82, 0.43, 0.30], [1.26, 1.96, -0.53], [-1.00, 0.00, -1.67], [-0.13, -0.23, -0.15], [-0.20, -0.09, 0.51], [-0.63, -0.83, 0.75], [0.21, -0.88, -0.02], [0.08, -0.22, 1.14], [0.40, 0.26, -0.02]],
  "nbo_charge": [-0.64, -0.03, -0.20, -0.24, 0.25, -0.69, -0.25, -0.21, 0.22, 0.22, 0.21, 0.22, 0.22, 0.47, 0.22, 0.22, -0.62, -0.62, 0.20, 0.22, 0.21, 0.20, 0.21, 0.20],
  "smiles": "Cc1ccc(O)cc1.CC",
  "total_energy_ha": -426.5263,
  "de_lowest_kj_mol": 122.2,
  "gap_ha": 0.3574,
  "homo_energy_ev": -8.814,
  "lumo_ev": 0.912,
  "spin_multiplicity": 1
}

---

Entry 3:
{
  "formula": "C9H14O",
  "method": "wB97M-V/def2-TZVPD",
  "elements": ["C", "C", "C", "C", "C", "O", "C", "C", "H", "H", "H", "H", "H", "H", "H", "H", "C", "C", "H", "H", "H", "H", "H", "H"],
  "coordinates": [[-1.277603, 2.209038, -0.117228], [-1.362506, 0.854327, 0.536639], [-1.183493, -0.314135, -0.195427], [-1.216510, -1.559069, 0.415336], [-1.440577, -1.654716, 1.777628], [-1.494521, -2.902717, 2.335707], [-1.634495, -0.499765, 2.529284], [-1.589552, 0.735024, 1.905325], [-0.253702, 2.593264, -0.055013], [-1.917084, 2.923294, 0.401157], [-1.552654, 2.172067, -1.171171], [-0.994339, -0.253514, -1.261094], [-1.087159, -2.472385, -0.149816], [-1.486856, -2.826047, 3.293487], [-1.825289, -0.566405, 3.598249], [-1.741261, 1.642478, 2.474040], [2.413598, -0.468021, -1.535407], [3.085518, 0.462534, -2.546930], [2.010502, -1.350125, -2.029457], [3.140994, -0.818202, -0.806274], [1.612868, 0.035148, -0.996885], [3.904861, -0.056812, -3.037355], [2.386357, 0.780096, -3.318071], [3.502909, 1.334632, -2.046732]],
  "forces_ev_per_angstrom": [[0.21, -0.03, 0.18], [-0.01, -0.05, -0.05], [0.06, -0.06, 0.08], [-0.05, -0.08, -0.10], [-0.12, 0.16, 0.24], [0.10, -0.05, -0.12], [0.04, -0.07, 0.06], [0.01, 0.12, -0.24], [-0.07, 0.00, -0.06], [-0.05, 0.04, -0.11], [-0.05, 0.00, 0.05], [-0.05, -0.01, 0.00], [0.04, 0.02, -0.05], [-0.06, 0.02, 0.05], [0.02, -0.01, -0.12], [-0.02, -0.01, 0.17], [0.21, 0.14, -0.17], [-0.07, -0.30, 0.24], [-0.14, -0.03, 0.00], [0.02, -0.02, 0.13], [-0.07, -0.04, 0.02], [0.11, 0.00, -0.12], [-0.02, 0.14, -0.01], [-0.04, 0.13, -0.08]],
  "nbo_charge": [-0.62, -0.06, -0.18, -0.27, 0.30, -0.67, -0.29, -0.19, 0.22, 0.21, 0.22, 0.21, 0.22, 0.48, 0.21, 0.21, -0.60, -0.60, 0.20, 0.20, 0.20, 0.20, 0.20, 0.20],
  "smiles": "Cc1ccc(O)cc1.CC",
  "total_energy_ha": -426.5705,
  "de_lowest_kj_mol": 5.9,
  "gap_ha": 0.3412,
  "homo_energy_ev": -8.393,
  "lumo_ev": 0.890,
  "spin_multiplicity": 1
}

---

Entry 4:
{
  "formula": "C9H14O",
  "method": "wB97M-V/def2-TZVPD",
  "elements": ["C", "C", "O", "H", "H", "H", "H", "H", "H", "C", "C", "C", "C", "C", "C", "C", "H", "H", "H", "H", "H", "H", "H", "H"],
  "coordinates": [[1.569840, -1.580447, -1.173766], [2.974748, -1.517510, -1.623921], [0.830663, -2.630228, -1.683620], [1.502673, -1.876594, -0.026914], [0.901204, -0.670163, -1.370997], [3.698468, -1.740763, -0.849265], [1.141739, -3.094113, -2.454414], [3.278319, -0.563319, -2.026827], [3.217392, -2.229834, -2.407753], [-1.546256, -0.169030, -1.202973], [-0.910216, 0.585598, 2.444547], [-1.245510, -0.116897, 1.290942], [-0.384723, 1.902094, 2.341129], [-1.307820, 0.576391, 0.116601], [-0.368377, 2.570085, 1.111409], [-0.831224, 1.909403, -0.048523], [-1.129246, 0.170854, 3.432705], [-1.315475, -1.180327, 1.203833], [-0.001520, 2.505350, 3.254924], [0.027831, 3.603704, 1.005568], [-2.309110, 0.174767, -1.951445], [-1.884978, -1.207098, -1.031033], [-0.873070, 2.348270, -1.032407], [-0.602300, -0.157037, -1.809686]],
  "forces_ev_per_angstrom": [[-1.79, -0.14, 2.60], [1.60, 0.29, -0.45], [-1.68, -1.36, -0.37], [0.37, 1.44, -1.82], [1.84, -0.71, 0.50], [-0.06, -0.05, 0.36], [0.64, 0.22, -0.41], [-0.11, 0.47, -0.10], [-0.35, -0.22, -0.20], [-0.83, -0.52, -0.06], [-0.75, -1.03, -0.02], [0.68, 0.40, 1.46], [0.37, 2.24, 0.85], [0.40, -1.05, -3.99], [0.14, 0.45, -1.74], [0.20, 1.32, 2.57], [0.59, -0.07, -0.32], [-0.71, -0.47, 0.62], [-0.77, -1.46, -1.53], [-0.31, -0.95, 0.32], [0.47, 0.62, 1.03], [0.67, 0.36, 0.07], [0.14, 0.25, 0.00], [-0.74, -0.03, 0.63]],
  "nbo_charge": [-0.04, -0.67, -0.75, 0.17, 0.13, 0.23, 0.49, 0.22, 0.23, -0.69, -0.06, -0.26, -0.02, 0.21, -0.25, -0.05, 0.26, 0.26, 0.27, 0.26, 0.28, 0.26, 0.25, 0.28],
  "charge": 1,
  "s2": 0.77,
  "total_energy_ha": -426.1912,
  "de_lowest_kj_mol": 223.4,
  "gap_ha": [0.3100, 0.1642],
  "homo_energy_ev": [-12.844, -12.839],
  "lumo_ev": [-4.409, -8.371],
  "spin_multiplicity": 2
}